No. 1
A cluster of 3 separate species, C48H41ClFI2NO9P2 in total, computed with wB97M-V/def2-TZVPD.

The geometry in XYZ format:
```
105
C48H41ClFI2NO9P2 wB97M-V/def2-TZVPD
C -1.68 0.31 1.68
C -2.11 -0.13 0.24
F -1.99 -1.57 0.20
C -1.25 0.45 -0.92
C -1.61 0.17 -2.20
C -2.83 -0.70 -2.59
I -4.45 0.47 -3.50
C -2.26 -1.87 -3.57
C -2.85 -3.28 -3.11
I -2.82 -1.64 -5.65
C -0.76 0.73 -3.40
O -1.28 1.14 -4.40
C 0.78 0.72 -3.14
C 1.16 1.04 -1.75
C 2.57 1.08 -1.41
O 2.88 1.38 -0.08
C 3.63 0.81 -2.41
P 5.42 0.91 -1.90
N 5.88 -0.56 -1.61
O 5.63 1.77 -0.48
O 6.35 1.69 -3.03
C 3.22 0.45 -3.78
C 4.28 0.10 -4.89
C 4.62 -1.44 -4.95
C 6.12 -1.80 -4.63
Cl 7.34 -0.76 -5.47
C 1.77 0.42 -4.17
P 1.12 0.02 -5.87
C 1.27 1.46 -7.05
C 1.81 -1.56 -6.58
C 0.03 1.32 -0.70
O 0.15 2.15 0.16
H -2.08 -0.32 2.50
H -2.01 1.38 1.81
H -0.56 0.28 1.73
H -3.21 0.06 0.07
H -3.31 -1.24 -1.74
H -1.15 -1.95 -3.41
H -3.93 -3.26 -3.42
H -2.39 -4.11 -3.70
H -2.77 -3.44 -2.01
H 2.77 2.34 0.01
H 5.13 -1.23 -1.79
H 6.19 2.55 -0.67
H 7.26 1.73 -2.68
H 3.81 0.37 -5.88
H 5.19 0.76 -4.82
H 4.37 -1.89 -5.94
H 3.97 -1.96 -4.20
H 6.27 -1.86 -3.52
H 6.28 -2.84 -5.01
H 2.09 1.33 -7.82
H 1.32 2.46 -6.55
H 0.32 1.48 -7.65
H 1.04 -2.01 -7.27
H 2.73 -1.33 -7.19
H 2.13 -2.28 -5.79
C -1.54 -9.50 4.11
C -0.42 -9.52 4.94
C 0.34 -8.37 5.10
C -0.01 -7.20 4.44
C -1.12 -7.19 3.59
C -1.89 -8.34 3.44
C -1.48 -5.96 2.83
O -2.45 -5.95 2.10
C -0.63 -4.75 2.98
C -0.91 -3.61 2.24
C -0.13 -2.48 2.38
C 0.94 -2.47 3.27
C 1.23 -3.61 4.01
C 0.46 -4.75 3.86
C 0.80 -5.97 4.64
O 1.74 -5.97 5.41
H -2.14 -10.39 3.99
H -0.14 -10.43 5.45
H 1.21 -8.39 5.75
H -2.76 -8.33 2.80
H -1.75 -3.61 1.54
H -0.35 -1.59 1.80
H 1.54 -1.58 3.39
H 2.07 -3.60 4.70
C -2.55 4.34 0.58
C -3.67 5.09 0.21
C -4.17 6.06 1.07
C -3.57 6.27 2.30
C -2.47 5.50 2.68
C -1.95 4.55 1.81
C -1.85 5.68 4.02
O -0.89 5.02 4.35
C -2.43 6.69 4.95
C -1.90 6.83 6.23
C -2.42 7.77 7.10
C -3.48 8.58 6.69
C -4.02 8.44 5.42
C -3.50 7.49 4.55
C -4.11 7.32 3.21
O -5.04 8.02 2.85
H -2.15 3.59 -0.10
H -4.14 4.92 -0.75
H -5.04 6.64 0.77
H -1.09 3.96 2.10
H -1.07 6.20 6.55
H -2.01 7.88 8.09
H -3.89 9.32 7.37
H -4.84 9.07 5.11
```

Properties
LUMO energy	-1.38	eV
E_tot	-120376.2006	eV
gap between HOMO and LUMO	6.3	eV

No. 2
A cluster of 14 separate species, C12H50F6O13P in total, computed with wB97M-V/def2-TZVPD.

The geometry in XYZ format:
```
82
C12H50F6O13P wB97M-V/def2-TZVPD
P 0.27 0.19 0.15
F 1.42 -0.02 -0.96
F 1.11 -0.83 1.16
F 1.03 1.45 0.66
F -0.85 0.29 1.38
F -0.54 1.14 -0.88
F -0.58 -1.03 -0.37
C -5.65 -2.09 0.88
O -4.85 -3.15 0.42
H -6.61 -2.47 1.23
H -5.14 -1.57 1.69
H -5.77 -1.36 0.08
H -4.00 -2.72 0.31
C 5.09 1.41 4.65
O 5.09 0.75 3.40
H 6.10 1.54 5.04
H 4.61 2.39 4.63
H 4.61 0.85 5.45
H 4.19 0.63 3.11
C -5.73 -1.70 -5.10
C -4.31 -1.11 -4.79
O -3.37 -1.77 -5.63
H -5.91 -2.77 -5.06
H -5.97 -1.48 -6.14
H -6.50 -1.34 -4.42
H -4.10 -1.14 -3.72
H -4.27 -0.03 -4.98
H -2.51 -1.39 -5.47
C -0.99 3.02 7.17
C -1.88 2.12 8.05
O -1.71 2.43 9.43
H -1.22 4.05 7.46
H -1.39 2.89 6.17
H 0.02 2.61 7.20
H -1.52 1.13 7.76
H -2.92 2.17 7.73
H -2.50 2.17 9.91
C -6.55 4.69 0.40
C -5.06 4.80 0.58
O -4.44 4.52 -0.73
H -6.91 5.45 -0.29
H -6.98 4.97 1.36
H -6.93 3.73 0.06
H -4.67 4.07 1.29
H -4.75 5.79 0.93
H -4.10 3.62 -0.79
C 0.03 -5.94 -2.45
C 0.12 -5.98 -4.01
O -1.23 -5.93 -4.54
H 0.97 -5.63 -2.01
H -0.23 -6.90 -1.99
H -0.74 -5.22 -2.15
H 0.58 -6.86 -4.46
H 0.76 -5.16 -4.31
H -1.41 -4.99 -4.58
C 6.94 2.96 -2.77
C 6.71 1.96 -1.65
O 6.94 0.70 -2.24
H 6.31 2.75 -3.64
H 8.00 3.02 -3.02
H 6.68 3.97 -2.42
H 5.70 2.08 -1.25
H 7.49 2.22 -0.93
H 7.89 0.56 -2.26
O -0.60 -3.27 4.53
H -0.76 -2.45 4.06
H 0.23 -3.59 4.18
O 4.04 -1.35 -5.45
H 4.41 -2.23 -5.39
H 4.66 -0.79 -4.98
O 3.02 -4.94 3.54
H 3.93 -5.20 3.71
H 3.03 -4.57 2.66
O 4.72 -3.35 -1.30
H 3.92 -2.81 -1.37
H 5.44 -2.72 -1.39
O 0.93 1.30 -5.15
H 0.82 1.49 -4.22
H 1.63 0.64 -5.18
O 2.57 6.65 0.70
H 2.30 5.89 1.22
H 1.85 6.81 0.10
```

Properties
LUMO energy	1.99	eV
charge	-1
E_tot	-65471.5133	eV
ΔE to the lowest compared entry with this formula, charge and spin	88.4	kcal per mole
gap between HOMO and LUMO	10.3	eV

No. 3
A structure of composition C9H4ClINOPdS3Sb, computed with wB97M-V/def2-TZVPD.

The geometry in XYZ format:
```
22
C9H4ClINOPdS3Sb wB97M-V/def2-TZVPD
Pd 2.11 -0.65 1.43
Cl -3.01 2.21 -2.49
C -1.58 1.87 -1.56
C -0.66 2.87 -1.39
C 0.48 2.63 -0.65
I 1.93 4.12 -0.36
C 0.78 1.40 -0.05
O 1.86 1.26 0.61
C -0.20 0.36 -0.24
N 0.05 -0.84 0.33
C -0.81 -1.82 0.18
C -2.00 -1.68 -0.54
C -2.29 -0.48 -1.13
C -1.39 0.59 -1.00
H -0.83 3.84 -1.83
H -0.55 -2.76 0.66
H -2.67 -2.52 -0.63
H -3.20 -0.35 -1.69
S 2.73 -4.52 3.14
Sb 3.70 -2.46 2.97
S 1.85 -0.97 3.72
S 3.68 -2.10 0.50
```

Properties
<S²>	3.780
LUMO energy (alpha / beta)	2.19 / 0.57	eV
charge	-1
multiplicity	4
E_tot	-76084.0083	eV
gap between HOMO and LUMO (alpha / beta)	7.0 / 5.1	eV